Computed, not measured: a cluster of 2 separate species, C2H7N2O in total in a non-equilibrium geometry, with ωB97M-V/def2-TZVPD.

Electronic energy ... -265.1089 hartree
HOMO energy ... -2.234 eV
Lowest unoccupied orbital energy ... 0.1606 hartree
ΔE to the lowest compared entry with this formula, charge and spin ... 32.3 kcal per mole

Geometry as ORCA input:
```
! RIJCOSX wB97M-V def2-TZVPD def2/J DEFGRID3
* xyz -1 1
C 1.84 0.04 -1.32
O 1.92 0.06 0.09
H 0.90 -0.40 -1.65
H 2.73 -0.47 -1.69
H 1.83 1.04 -1.79
N -1.83 -1.00 0.98
C -0.93 -0.05 0.35
N -1.48 1.11 0.25
H -1.54 -1.96 1.12
H -2.73 -0.98 0.52
H 1.00 -0.29 0.40
H -0.73 1.68 -0.15
*
```